Below is 4 unconnected molecules or ions with the total composition C22H23F3O2S at a distorted geometry, with properties calculated with the ωB97M-V functional and the def2-TZVPD basis.

Values from the calculation:
LUMO in eV: 0.38
SMILES string: O=S1(=O)CCCC1.Fc1ccccc1.Fc1ccccc1.Fc1ccccc1
E_HOMO in Eh: -0.33530
ΔE to the lowest compared entry with this formula, charge and spin in kcal per mole: 50.8

Last column: natural (NBO) charge in e.
Cartesian coordinates (Å):
H1 1.38578 -2.79414 -0.61827  0.229
C1 2.33478 0.36786 2.72573  0.368
C2 -4.12922 -2.70514 -1.40227  -0.268
C3 -5.25422 -3.55514 -1.66727  0.366
H2 -1.42822 5.46986 -1.19027  0.228
C4 1.04678 -0.69414 -0.85927  -0.706
C5 -0.42722 6.42086 0.49073  0.383
H3 -1.65022 -5.10714 -1.98927  0.222
F1 -1.22622 7.45286 0.49973  -0.305
H4 2.36478 -2.31314 -2.96327  0.220
C6 0.83178 -1.29214 3.64273  -0.169
O1 0.20078 -0.45114 -3.37827  -0.931
H5 2.78078 -1.75714 -0.12427  0.219
C7 -5.20322 -4.90314 -1.96727  -0.280
H6 3.08578 -0.58114 -3.63127  0.254
C8 -2.70022 -4.73414 -2.02327  -0.270
C9 2.77178 -0.49514 -2.68627  -0.673
F2 -6.47622 -3.05914 -1.32527  -0.336
H7 1.06978 7.15886 2.08173  0.237
C10 -0.69322 5.35086 -0.33827  -0.295
H8 1.09178 0.09386 -0.10227  0.263
C11 -3.84522 -5.44814 -2.13127  -0.189
H9 2.54678 -1.85414 2.44973  0.225
H10 0.50278 -2.15214 3.67373  0.183
C12 -0.00722 4.21786 -0.29027  -0.198
H11 -4.13022 -1.69914 -1.13127  0.229
C13 1.94478 -0.93514 2.88573  -0.275
C14 1.92278 -1.85314 -0.83827  -0.419
O2 1.26978 1.52586 -2.22327  -0.946
S1 1.18878 0.11086 -2.45327  2.191
C15 0.45278 1.15286 4.09173  -0.187
H12 -6.11122 -5.66714 -2.05427  0.249
H13 1.91478 2.32886 3.47873  0.214
F3 3.54778 0.66586 2.20473  -0.327
C16 2.73078 -1.79114 -2.10627  -0.415
C17 1.06578 3.97486 0.60673  -0.244
H14 0.00078 -1.18314 -0.64227  0.257
C18 0.67878 6.36686 1.30973  -0.302
C19 -2.72522 -3.29714 -1.65527  -0.116
C20 1.63578 1.40886 3.33773  -0.251
C21 0.04578 -0.19614 4.15373  -0.198
H15 -0.75122 -0.57514 4.65273  0.200
H16 0.03678 1.83086 4.75273  0.218
C22 1.50478 5.08686 1.37573  -0.206
H17 3.39678 0.30986 -2.08427  0.238
H18 3.72678 -2.06514 -1.90827  0.222
H19 1.65578 2.94186 0.66973  0.230
H20 -4.07522 -6.56814 -2.54127  0.225
H21 2.40178 4.84786 2.03773  0.225
H22 -1.89722 -2.88614 -1.57727  0.168
H23 -0.40522 3.52786 -1.21827  0.243

Forces on atoms 1 to 2 (eV/Å):
0.551 0.406 -0.396
-0.017 1.310 1.227

***

Below is a molecular structure, C22H23IrN4, with properties calculated with the ωB97M-V functional and the def2-TZVPD basis.

Values from the calculation:
2S+1: 5
⟨S²⟩: 6.03
LUMO (alpha / beta) in eV: 0.60 / -1.64
E_HOMO (alpha / beta) in Eh: -0.23283 / -0.29541

Last column: natural (NBO) charge in e.
Cartesian coordinates (Å):
H1 0.41840 0.71202 4.95547  0.208
N1 1.67948 1.00070 -1.18105  -0.261
C1 1.01255 2.03432 -0.59959  0.318
H2 3.48650 -0.75342 -2.17220  0.234
H3 2.36019 -1.50583 4.00212  0.202
C2 3.39033 -2.90102 -1.95940  -0.208
C3 0.65312 4.39722 -0.39350  -0.152
C4 -1.28513 -2.96854 0.08576  0.211
C5 -1.48882 -3.83936 -0.99246  -0.258
H4 4.29831 -3.08180 -2.51927  0.216
H5 2.12072 0.03306 3.15257  0.210
H6 -2.79587 -5.24806 -1.92068  0.214
C6 -3.44318 -3.60961 0.96306  -0.192
H7 -1.39933 2.57709 1.58611  0.216
C7 -0.17054 -2.48010 3.76577  -0.600
C8 0.27710 -1.01444 3.63515  -0.171
H8 2.11496 3.50447 -1.69329  0.236
C9 0.11158 -0.33446 5.00284  -0.594
Ir1 -0.23274 -0.22795 0.60769  0.906
H9 3.06621 -4.97628 -1.51724  0.216
C10 -0.35730 4.14151 0.54751  -0.292
H10 -4.20434 -3.51200 1.72654  0.213
H11 0.98462 -4.58167 -0.25221  0.225
C11 1.33166 3.35529 -0.96474  -0.232
C12 1.78605 -1.38106 -1.04469  0.072
N2 -0.15676 -2.13643 0.18808  -0.519
N3 1.29205 -0.14502 -0.66496  -0.315
N4 0.01532 1.79741 0.31816  -0.529
C13 1.52188 -3.75002 -0.68797  -0.246
H12 1.91908 -1.49472 2.28873  0.209
H13 -0.93040 -0.36974 5.32931  0.202
H14 -1.51899 0.10027 3.01599  0.161
C14 -2.28728 -2.85591 1.05399  -0.248
C15 1.76006 -0.99304 3.24582  -0.600
C16 -3.63020 -4.48665 -0.09698  -0.223
C17 2.94397 -1.60205 -1.77913  -0.215
C18 -0.55605 -0.25495 2.63457  -0.402
H15 0.41978 -2.97982 4.53870  0.206
H16 -1.22322 -2.54386 4.05061  0.202
H17 -0.90824 4.94292 1.01633  0.227
C19 1.03296 -2.46058 -0.52581  0.192
H18 0.72176 -0.83750 5.75697  0.205
C20 2.69386 -3.96722 -1.40074  -0.219
C21 -0.63726 2.83819 0.86431  0.080
H19 -4.53409 -5.07724 -0.16538  0.214
H20 -0.75110 -3.90207 -1.77931  0.222
H21 -0.03207 -3.01624 2.82619  0.211
H22 0.89540 5.41598 -0.66630  0.221
C22 -2.65041 -4.58765 -1.07537  -0.205
H23 -2.13639 -2.16533 1.87280  0.234

Forces on atoms 1 to 2 (eV/Å):
0.008 -0.002 0.001
-0.071 0.025 0.058

***

Below is a molecular structure, C22H23IrN6O6S at a distorted geometry, with properties calculated with the ωB97M-V functional and the def2-TZVPD basis.

Values from the calculation:
2S+1: 2
⟨S²⟩: 0.75
Net charge: +3
LUMO (alpha / beta) in eV: -10.17 / -13.78
E_HOMO (alpha / beta) in Eh: -0.62700 / -0.62700
ΔE to the lowest compared entry with this formula, charge and spin in kcal per mole: 9.5

Last column: natural (NBO) charge in e.
Cartesian coordinates (Å):
N1 2.43730 -0.03606 -1.45429  -0.289
N2 -3.31812 5.06759 -1.04805  -0.673
N3 1.53359 -0.18940 -0.47336  -0.337
O1 1.82447 -1.01448 2.92360  -0.515
C1 4.81337 -0.94440 1.16076  0.774
C2 3.58054 -0.62475 0.34825  -0.205
O2 4.65557 -1.25923 2.43781  -0.631
H1 2.16127 0.17723 -2.40386  0.449
H2 0.00519 -7.96236 -0.61339  0.253
H3 -3.26493 -3.12171 5.52467  0.252
C3 -2.68796 -1.37334 1.59409  0.423
O3 -2.11549 6.48314 0.22745  0.000
O4 0.11108 -0.33201 1.70614  -0.604
H4 -0.89379 -2.16678 3.77124  0.199
H5 0.80241 -3.80829 -1.17195  0.230
N4 -2.06634 -2.55066 1.30390  -0.632
H6 -3.30334 4.31602 -1.70693  0.445
C4 -1.33902 -6.62870 0.39091  -0.201
N5 -3.43760 -1.30519 2.65126  -0.479
C5 2.22023 -0.53461 0.62683  0.029
C6 -2.24483 5.38721 -0.32459  0.622
C7 -1.66622 -5.31637 0.64343  -0.156
H7 -2.22314 -3.30268 1.97322  0.454
C8 -0.24471 -6.92752 -0.41746  -0.091
O5 5.86779 -0.89019 0.60912  -0.504
C9 -1.28968 3.03342 -0.20308  0.115
C10 0.08718 4.92695 0.33035  -0.049
H8 -1.93944 -7.42585 0.80635  0.254
C11 1.41265 -0.65966 1.86663  0.752
H9 -4.79195 -2.19442 3.91823  0.257
C12 0.20750 -4.59797 -0.73862  -0.137
H10 -3.89157 -0.41438 2.82399  0.445
C13 3.67163 -0.30473 -1.00104  0.070
S1 -2.65254 0.02427 0.50716  -0.106
H11 -2.55640 -5.12598 1.23150  0.209
H12 3.73604 -1.24726 2.73788  0.507
C14 -1.13404 4.40801 -0.09062  -0.177
C15 1.12806 4.05128 0.57512  -0.211
C16 -3.76620 -2.39016 3.60995  -0.230
H13 -2.23627 2.61358 -0.47575  0.230
C17 -1.17404 -2.88085 0.30968  0.730
H14 -4.01863 5.78079 -1.19299  0.461
C18 0.52374 -5.91565 -0.98336  -0.190
C19 -2.81772 -2.43245 4.80592  -0.417
N6 -0.27362 2.16433 0.04978  -0.433
H15 1.71658 2.00576 0.63457  0.241
H16 -3.78035 -3.33915 3.06336  0.201
C20 -1.39796 -2.87462 4.45435  -0.629
O6 -0.61816 -1.99784 -0.39164  -0.617
H17 0.19736 5.99902 0.45460  0.273
H18 -1.39099 -3.87560 4.01115  0.200
C21 -0.88782 -4.27532 0.08820  -0.159
H19 -2.80786 -1.45491 5.29064  0.226
H20 -0.78237 -2.92766 5.35007  0.263
H21 4.54850 -0.26347 -1.63137  0.291
H22 2.09782 4.40696 0.89357  0.286
H23 1.36589 -6.16436 -1.61365  0.250
Ir1 -0.48118 0.08346 -0.10629  1.163
C22 0.91989 2.69722 0.42433  0.117

Forces on atoms 1 to 2 (eV/Å):
-0.001 -0.209 0.293
0.917 1.219 0.902

***

Below is a molecular structure, C22H23N2OPPdS, with properties calculated with the ωB97M-V functional and the def2-TZVPD basis.

Values from the calculation:
2S+1: 3
⟨S²⟩: 2.01
LUMO (alpha / beta) in eV: 0.14 / -1.14
E_HOMO (alpha / beta) in Eh: -0.27848 / -0.28661

Last column: natural (NBO) charge in e.
Cartesian coordinates (Å):
H1 4.14782 -4.45711 2.70393  0.223
C1 3.31085 -1.38106 -1.27807  -0.393
H2 -0.43885 -5.67782 -4.24559  0.218
H3 1.60297 3.42310 3.54907  0.202
H4 -0.39358 -6.15415 -1.82186  0.218
H5 0.70369 -2.32360 4.10002  0.218
H6 2.68679 0.13027 2.04587  0.202
C2 -0.01776 -4.95467 -3.55901  -0.193
H7 0.44686 -3.53043 -5.10096  0.219
H8 0.59271 1.30414 2.77173  0.133
C3 1.06257 -2.23871 1.98851  0.167
C4 1.00916 -2.81886 -3.16397  -0.182
H9 3.43852 1.70099 1.73854  0.204
C5 4.11032 -2.30233 -1.95721  -0.136
C6 2.68887 1.18123 2.34160  -0.626
O1 0.92274 1.70023 0.77633  -0.796
Pd1 0.35539 0.03800 -0.06215  1.018
H10 2.98788 1.23987 3.39107  0.209
S1 -2.95544 -2.87344 -0.44355  -0.259
N1 -0.06451 -1.40259 1.71720  -0.837
C7 0.48038 -3.74874 -4.04140  -0.204
C8 5.09107 0.23969 -1.42162  -0.207
C9 1.91177 -2.60772 0.94122  -0.388
H11 2.05083 3.82227 1.87829  0.207
H12 1.38409 -1.87459 -3.54200  0.222
H13 0.34501 3.72698 2.33504  0.217
C10 5.88099 -0.68235 -2.09217  -0.187
H14 3.72411 -3.28899 -2.18623  0.214
P1 1.65236 -1.81235 -0.67310  0.966
C11 1.32891 3.28773 2.49994  -0.618
H15 5.46874 1.23333 -1.21689  0.221
H16 3.19820 0.61987 -0.49098  0.237
H17 2.68119 -3.71845 4.56210  0.222
C12 0.01223 -5.22567 -2.20155  -0.202
C13 2.46124 -3.42254 3.54424  -0.172
H18 -0.45725 -1.00445 2.56154  0.399
C14 1.35335 -2.63279 3.28897  -0.234
N2 -1.43973 -0.60074 -1.07541  -0.693
H19 6.00178 -2.67304 -2.89116  0.218
H20 3.67933 -3.69931 0.40783  0.225
C15 5.38963 -1.95425 -2.36129  -0.232
C16 3.28410 -3.83687 2.50479  -0.222
C17 1.05190 -3.09276 -1.79586  -0.399
H21 6.87960 -0.41045 -2.41028  0.218
C18 0.54557 -4.29592 -1.31781  -0.132
H22 -0.81617 -1.91643 1.25352  0.426
H23 0.55737 -4.51189 -0.25666  0.213
C19 1.32418 1.81555 2.12761  0.092
C20 3.00901 -3.42178 1.21224  -0.158
C21 3.80821 -0.10613 -1.01661  -0.181
C22 -2.05817 -1.57053 -0.82786  0.122

Forces on atoms 1 to 2 (eV/Å):
-0.013 0.008 -0.002
0.101 -0.164 0.043